(1)
Density functional theory data (the ωB97M-V functional and the def2-TZVPD basis) for a cluster of 6 separate species, C24H66N6O6 in total at a distorted geometry.

Cartesian coordinates (Å):
C: -0.662343 4.001325 -2.820022
C: 0.674067 3.425312 -3.228693
C: 1.891345 4.325571 -2.760280
O: 1.999938 5.513939 -3.517367
C: 2.501895 5.437839 -4.848773
N: 0.770791 2.108232 -2.646666
H: -1.529495 3.468411 -3.210102
H: -0.734992 4.979544 -3.295315
H: -0.842366 4.118954 -1.751443
H: 0.692273 3.276834 -4.308378
H: 2.835481 3.831074 -2.988698
H: 1.936370 4.569032 -1.698775
H: 1.699476 4.905346 -5.359345
H: 3.511156 5.040896 -4.957952
H: 2.625869 6.482500 -5.134105
H: 0.291480 2.196258 -1.762013
H: 1.727637 1.874547 -2.423172
C: 2.386786 -2.028982 -4.416092
C: 2.004897 -1.982593 -2.952586
C: 2.959626 -2.851347 -2.054653
O: 2.913938 -4.266786 -2.019737
C: 3.710808 -4.960449 -3.048899
N: 2.080216 -0.601130 -2.509819
H: 3.466055 -1.881330 -4.454437
H: 2.008494 -1.296643 -5.129301
H: 2.190847 -3.031249 -4.797118
H: 0.985575 -2.357320 -2.859597
H: 2.809822 -2.521834 -1.026503
H: 4.003156 -2.603363 -2.248689
H: 3.652812 -6.047987 -3.093767
H: 4.762514 -4.694594 -2.942458
H: 3.594247 -4.698302 -4.100460
H: 1.740018 -0.161410 -3.353030
H: 1.316719 -0.529599 -1.852505
C: -1.024546 0.677111 2.765629
C: -1.033851 -0.198792 1.499721
C: -0.509690 0.408670 0.187925
O: -1.081740 1.722910 -0.069388
C: -2.480903 1.807478 -0.329379
N: -0.418569 -1.503795 1.627781
H: -1.502785 0.085495 3.546245
H: -1.518674 1.643614 2.666556
H: -0.050699 0.947065 3.174100
H: -2.112870 -0.326451 1.413058
H: -0.534020 -0.126415 -0.761383
H: 0.539900 0.664876 0.332228
H: -2.733110 1.458383 -1.330691
H: -2.777309 2.855998 -0.300090
H: -3.186413 1.322187 0.345039
H: 0.458958 -1.732568 1.183136
H: -0.382161 -1.596982 2.632818
C: -7.149591 -4.027691 0.895467
C: -6.388143 -2.684734 1.278541
C: -7.173306 -1.770350 2.291100
O: -6.421023 -0.627580 2.784635
C: -6.344884 0.460148 1.913665
N: -5.067666 -3.165559 1.687301
H: -6.501716 -4.667338 0.296135
H: -8.095948 -3.826930 0.393252
H: -7.326370 -4.529858 1.846617
H: -6.166016 -2.098180 0.387072
H: -7.332995 -2.407899 3.160660
H: -8.162886 -1.464428 1.951624
H: -7.165310 0.498607 1.197065
H: -5.430886 0.562873 1.328718
H: -6.373893 1.195823 2.717422
H: -5.292855 -3.765886 2.467690
H: -4.714267 -2.367393 2.195372
C: -1.916316 5.815666 3.808888
C: -1.504555 5.045788 2.563038
C: -0.229256 4.210651 2.796350
O: 0.923575 5.095519 2.692979
C: 1.237896 5.628584 1.400628
N: -2.667867 4.251326 2.203745
H: -2.272466 6.815403 3.560343
H: -1.266287 6.013119 4.661281
H: -2.786855 5.325535 4.244815
H: -1.347378 5.815860 1.807799
H: -0.207476 3.313923 2.177084
H: -0.359899 3.744303 3.772850
H: 2.224518 6.091701 1.415326
H: 0.560853 6.394426 1.022227
H: 1.332765 4.762740 0.745325
H: -3.454760 4.880485 2.274877
H: -2.603686 3.868986 1.271120
C: 3.048915 -3.894961 2.108628
C: 3.775342 -5.010853 1.497098
C: 5.117239 -4.631235 0.811108
O: 6.004940 -5.777002 0.537777
C: 6.876317 -5.582844 -0.572920
N: 4.078149 -5.989228 2.522786
H: 3.402385 -3.538873 3.076280
H: 2.013996 -4.166422 2.316815
H: 3.012092 -2.992230 1.498872
H: 3.179294 -5.587833 0.790057
H: 5.700706 -3.968866 1.450577
H: 4.850570 -3.868219 0.079811
H: 7.427424 -4.649605 -0.688814
H: 6.168336 -5.684798 -1.395397
H: 7.619620 -6.377363 -0.638821
H: 3.234513 -6.288005 2.990869
H: 4.308481 -5.528777 3.391714

Atomic forces in eV per Å
C -0.512 1.090 -0.890
C 0.681 0.292 0.992
C 0.111 -0.429 -2.097
O 0.080 1.206 0.863
C -0.875 0.379 1.065
N -0.039 -0.410 0.557
H 0.214 -0.470 -0.104
H -0.080 0.310 0.240
H 0.486 -0.060 0.153
H 0.170 0.498 -0.159
H 0.050 -0.941 0.256
H -0.596 0.078 0.011
H 0.660 0.057 -1.059
H -0.070 -0.762 0.256
H -0.505 -0.075 -0.384
H -0.101 -0.510 0.418
H 0.279 -0.152 -0.077
C 1.194 -0.969 -0.222
C 0.414 -1.371 -0.153
C 0.523 0.300 -0.077
O -0.201 -1.423 -1.801
C 0.566 1.090 0.029
N -0.209 -0.427 -0.107
H 0.254 -0.069 -0.136
H -0.685 0.115 0.438
H -0.026 0.063 -0.228
H -0.149 -0.299 0.186
H -0.327 -0.090 0.154
H 0.170 0.575 -0.397
H -0.566 0.097 1.063
H 0.250 -0.050 0.649
H -1.094 0.647 0.002
H -0.114 1.045 0.312
H 0.021 0.658 0.314
C 1.030 0.090 0.046
C -0.383 0.422 -1.617
C -0.163 2.341 0.568
O -0.554 -0.182 0.448
C -0.024 0.113 -0.515
N -0.832 -0.175 1.351
H -0.270 0.118 0.066
H -0.499 -0.303 -0.270
H 0.472 -0.253 -0.264
H -0.226 -0.464 -0.588
H -0.617 -0.850 0.341
H 0.249 -0.087 0.136
H 0.173 -0.194 -0.227
H 0.349 0.101 -0.136
H 0.511 -0.395 0.493
H 0.069 0.624 0.096
H 0.635 -1.026 -0.021
C 0.194 1.804 0.587
C -0.776 -0.713 -1.435
C 1.433 -0.829 0.377
O -0.554 -2.833 -0.696
C -0.062 0.685 0.825
N -0.672 0.931 1.221
H -0.062 0.248 -0.069
H -0.002 -0.176 0.014
H -0.261 -0.224 -0.011
H -0.426 0.098 -0.321
H -0.059 0.137 0.319
H 0.056 0.142 -0.425
H -0.342 0.199 0.226
H 0.349 -0.347 0.112
H -0.074 1.272 -1.062
H 0.323 -0.785 0.300
H 0.956 0.402 0.035
C -0.940 0.846 0.846
C 0.418 0.317 0.393
C -0.577 1.108 -0.764
O -0.464 -0.469 0.671
C 0.128 -1.095 0.356
N 0.092 -0.495 0.238
H -0.081 0.108 -0.278
H 0.750 -0.500 -0.440
H -0.031 -0.227 0.123
H 0.555 -0.162 -0.297
H 0.434 0.324 -0.933
H 0.796 0.585 0.512
H 0.015 -0.068 0.538
H -0.366 -0.241 0.041
H -0.275 0.177 -0.610
H -0.357 -0.275 -0.283
H -0.008 0.170 -0.048
C -1.400 2.106 0.057
C 1.944 -1.911 -0.158
C 0.476 0.167 1.145
O -0.785 1.673 0.282
C -1.293 -0.469 -0.677
N -0.113 -0.991 1.735
H 0.650 -0.301 0.021
H -0.144 -0.149 -0.195
H -0.080 0.109 -0.330
H -0.155 0.470 -0.387
H 0.071 -0.133 0.853
H 0.211 -0.857 -1.508
H -0.230 0.415 0.614
H 0.607 0.133 -0.820
H -0.254 -0.189 0.377
H -1.174 -0.973 -1.044
H 1.667 0.917 0.000

Values from the calculation:
Relative energy (zero: lowest compared OMol25 entry of this formula, charge and spin)   510.3 kJ/mol
Frontier orbital gap   9.62 eV
Multiplicity   1
Net charge   0



(2)
Density functional theory data (the ωB97M-V functional and the def2-TZVPD basis) for a cluster of 7 separate species, C24H66N7O9 in total at a distorted geometry.

Cartesian coordinates (Å):
N: 0.096321 -1.089783 -0.189670
O: -0.095679 -1.335783 1.030330
O: 1.274321 -1.258783 -0.672670
O: -0.663679 -0.495783 -0.954670
C: 2.310321 -3.488783 5.191330
C: 2.004321 -2.989783 3.669330
C: 1.875321 -4.142783 2.711330
O: 2.832321 -5.069783 2.980330
C: 2.861321 -6.085783 2.128330
N: 0.802321 -2.065783 3.737330
H: 1.513321 -3.878783 5.592330
H: 2.482321 -2.615783 5.948330
H: 3.268321 -4.040783 5.302330
H: 2.812321 -2.564783 3.280330
H: 1.984321 -3.818783 1.648330
H: 0.990321 -4.651783 2.679330
H: 2.212321 -7.143783 2.466330
H: 3.773321 -6.553783 2.149330
H: 2.732321 -6.190783 1.030330
H: 0.591321 -1.887783 2.722330
H: 1.301321 -1.165783 3.975330
C: -1.085679 4.629217 -3.408670
C: -0.433679 3.310217 -2.663670
C: 0.407321 3.409217 -1.455670
O: 1.371321 4.463217 -1.494670
C: 1.861321 5.023217 -0.252670
N: -1.379679 2.300217 -2.346670
H: -1.736679 4.381217 -4.218670
H: -0.297679 5.208217 -3.472670
H: -1.800679 4.866217 -2.752670
H: 0.273321 2.823217 -3.431670
H: 0.906321 2.587217 -1.060670
H: -0.311679 3.598217 -0.651670
H: 2.918321 5.290217 -0.249670
H: 1.711321 4.251217 0.543330
H: 1.453321 5.946217 -0.153670
H: -0.927679 1.512217 -2.077670
H: -1.997679 1.961217 -2.974670
C: -4.596679 0.144217 -1.738670
C: -4.309679 -1.386783 -1.947670
C: -5.358679 -2.042783 -2.965670
O: -6.729679 -1.836783 -2.525670
C: -7.664679 -2.402783 -3.316670
N: -2.953679 -1.504783 -2.564670
H: -4.553679 0.664217 -2.852670
H: -3.895679 0.588217 -1.302670
H: -5.537679 0.385217 -1.379670
H: -4.341679 -1.976783 -1.073670
H: -5.263679 -3.022783 -2.841670
H: -5.326679 -1.553783 -4.083670
H: -7.898679 -1.747783 -4.252670
H: -8.626679 -2.257783 -2.852670
H: -7.677679 -3.460783 -3.690670
H: -2.266679 -0.939783 -1.951670
H: -2.754679 -2.538783 -2.381670
C: -2.741679 -0.319783 3.882330
C: -3.338679 0.344217 2.605330
C: -2.522679 1.478217 2.057330
O: -2.589679 2.513217 3.084330
C: -1.622679 3.551217 2.724330
N: -3.305679 -0.713783 1.533330
H: -1.856679 -0.752783 3.803330
H: -3.468679 -0.950783 4.331330
H: -2.595679 0.466217 4.853330
H: -4.243679 0.584217 2.846330
H: -2.981679 1.967217 1.236330
H: -1.605679 1.254217 1.682330
H: -1.674679 4.403217 3.430330
H: -2.041679 4.054217 1.915330
H: -0.574679 3.060217 2.619330
H: -2.350679 -0.841783 1.402330
H: -3.827679 -0.384783 0.636330
C: 4.072321 1.689217 0.661330
C: 3.617321 0.887217 1.976330
C: 2.299321 1.458217 2.635330
O: 2.050321 0.562217 3.751330
C: 0.914321 0.957217 4.594330
N: 3.449321 -0.511783 1.500330
H: 3.527321 1.512217 0.062330
H: 5.050321 1.678217 0.436330
H: 3.903321 2.847217 0.811330
H: 4.669321 0.855217 2.359330
H: 1.503321 1.621217 1.890330
H: 2.577321 2.530217 2.972330
H: 1.090321 2.092217 4.976330
H: 0.927321 0.307217 5.281330
H: -0.045679 0.997217 4.246330
H: 2.808321 -0.327783 0.885330
H: 2.751321 -0.939783 2.249330
C: 1.787321 -0.134783 -5.362670
C: 2.292321 -1.219783 -4.348670
C: 3.199321 -0.460783 -3.304670
O: 4.248321 -0.021783 -4.144670
C: 5.305321 0.644217 -3.239670
N: 1.223321 -1.848783 -3.640670
H: 2.411321 0.120217 -6.188670
H: 1.131321 0.792217 -4.883670
H: 0.885321 -0.496783 -5.962670
H: 2.695321 -1.969783 -4.882670
H: 3.486321 -1.084783 -2.489670
H: 2.690321 0.361217 -3.017670
H: 5.528321 -0.080783 -2.579670
H: 4.870321 1.348217 -2.615670
H: 6.012321 1.209217 -3.811670
H: 0.773321 -0.925783 -3.276670
H: 1.503321 -2.294783 -2.764670

Atomic forces in eV per Å
N 4.094 1.061 -0.438
O -1.122 0.146 -1.402
O -0.931 -0.768 1.142
O -1.992 0.012 0.715
C 4.926 4.413 -2.065
C -3.363 -2.038 3.914
C -0.236 1.787 -1.502
O 1.776 0.307 0.687
C -2.022 -6.236 -0.717
N 2.179 0.403 -1.406
H -4.293 -3.006 1.817
H -0.211 -0.720 -1.759
H -0.965 -0.180 -0.333
H 3.674 2.518 -0.967
H 0.105 0.461 0.542
H -3.146 -1.011 0.536
H 0.822 2.908 -0.419
H 2.832 -0.810 0.661
H -0.850 2.042 0.246
H -0.199 -0.182 1.139
H -1.092 -1.379 -0.255
C -0.383 -6.297 1.619
C 1.032 -1.134 -4.927
C -0.604 3.798 2.542
O 0.913 0.843 -0.549
C 0.537 -3.801 -0.791
N -0.719 2.627 2.414
H 0.690 -0.490 -1.362
H 3.292 3.601 -1.010
H -2.389 2.051 3.114
H -0.558 1.065 0.317
H 0.794 -2.441 -0.369
H -0.222 0.472 0.361
H 0.409 -0.773 -0.681
H -0.134 1.089 -0.154
H -2.127 2.531 1.050
H 1.821 -2.952 1.596
H -2.367 -0.352 -3.078
C -3.762 -3.852 -7.705
C -0.757 2.039 -2.820
C -0.815 5.873 -1.005
O 1.846 0.264 1.206
C -2.769 0.948 -3.014
N 0.190 -1.045 1.706
H -0.199 -1.426 2.447
H 5.927 3.581 4.196
H -1.817 0.220 0.953
H -0.394 -0.346 1.444
H 1.059 -4.466 -0.676
H 0.557 -1.523 2.599
H 0.962 -0.959 0.753
H -0.382 -0.288 0.791
H 1.002 0.554 0.692
H -1.238 -1.532 -1.136
H 0.506 1.937 -0.547
C -3.332 5.095 2.826
C 6.273 -3.338 -1.701
C -3.717 2.220 2.684
O 2.309 0.751 -0.268
C 0.077 -1.536 2.065
N -3.776 1.260 -0.248
H 3.925 -2.206 -0.807
H -0.570 -1.066 -0.063
H -0.324 -1.480 -2.850
H -5.504 1.788 0.955
H -1.022 0.014 -1.341
H 3.296 -1.030 -0.215
H 0.472 -0.980 0.561
H 0.054 0.424 -2.524
H -1.657 1.290 -0.061
H 1.973 -0.674 -1.205
H 1.701 -0.683 2.153
C 6.975 7.092 15.981
C 2.235 0.231 -2.286
C 3.209 0.851 1.071
O -1.828 2.075 -0.814
C 3.772 7.183 -3.402
N 1.270 -1.120 6.650
H -12.293 -4.572 -14.775
H 3.390 -0.927 -0.782
H 0.176 -1.832 0.144
H -1.568 0.517 2.000
H -0.067 -0.836 0.241
H -0.591 -1.465 0.092
H -0.093 -2.594 -0.475
H 0.209 -4.543 5.780
H -2.345 -0.240 -2.185
H -4.632 0.153 -5.674
H 2.219 0.636 -1.641
C -4.501 0.258 0.540
C -0.860 3.595 1.979
C 0.884 -2.833 -4.416
O 3.159 1.806 1.986
C -3.041 0.086 -3.706
N -2.884 2.789 1.074
H 1.121 0.708 0.159
H 2.479 -1.860 -0.697
H 0.934 -0.525 0.829
H 2.629 -2.239 -1.875
H 0.474 -0.542 0.716
H -2.017 2.632 1.556
H 2.132 -2.700 1.845
H -1.582 1.764 0.973
H 0.777 -0.606 -0.492
H -0.099 -2.562 -0.131
H 0.294 0.228 -0.338

Values from the calculation:
Relative energy (zero: lowest compared OMol25 entry of this formula, charge and spin)   1251.4 kJ/mol
Frontier orbital gap   8.73 eV
Multiplicity   1
Net charge   -1